## a
8
Properties=species:S:1:pos:R:3 method="wB97M-V/def2-TZVPD" total_charge=0 e_lumo_ev=0.87 homo_energy_ev=-8.9 smiles=N#N.NSO homo_lumo_gap_ev=9.7
N 0.86616 -2.10900 1.40384
N 1.48776 -2.01520 2.31959
N -1.43011 0.86428 -1.11575
O 0.84428 0.56423 0.23262
S -0.58956 -0.30739 -0.29643
H 1.58019 0.10790 -0.06028
H -1.83831 1.59238 -0.61155
H -0.92038 1.30280 -1.87204



## b
8
Properties=species:S:1:pos:R:3 method="wB97M-V/def2-TZVPD" total_charge=0 e_lumo_ev="-1.65 / -0.60" homo_energy_ev="-8.2 / -8.6" homo_lumo_gap_ev="6.6 / 8.0"
N -2.60009 0.32980 0.10634
N -1.46207 0.77785 -0.01607
N 2.01751 -0.38959 -0.03919
O -0.32211 0.38580 0.00074
S 2.00762 1.23535 -0.12519
H -2.80270 -0.64496 -0.10933
H 1.57285 -0.94101 -0.68360
H 1.58899 -0.75324 0.86631



Here are the energies relative to the best structure, in hartree: a 0.0000; b 0.1958.



## a
9
Properties=species:S:1:pos:R:3 method="wB97M-V/def2-TZVPD" total_charge=-1 e_lumo_ev=3.94 homo_energy_ev=-2.1 smiles=N[SiH2]OS[O-] homo_lumo_gap_ev=6.0
N -0.42332 1.86103 -0.51493
O -1.02694 -2.09100 2.13387
O -0.03890 -1.09675 -0.31271
Si 0.87513 0.13578 -0.20861
S -0.99820 -2.33347 0.66584
H -1.12818 1.37612 -0.02294
H -0.71362 1.78545 -1.50721
H 1.81792 -0.22826 -1.25836
H 1.63611 0.59110 1.02506



## b
9
Properties=species:S:1:pos:R:3 method="wB97M-V/def2-TZVPD" total_charge=-1 e_lumo_ev=2.26 homo_energy_ev=-3.3 homo_lumo_gap_ev=5.5
N -0.18970 2.37881 3.16296
O -0.72802 -0.95948 -3.98449
O 0.75826 -2.62314 -3.25564
Si 0.17578 0.98391 2.31689
S -0.63713 -2.15591 -3.12960
H -0.48532 -1.30091 -1.54742
H 0.12326 3.18688 2.58607
H -0.16010 -0.44355 2.52073
H 1.14297 0.93340 1.33049



## c
9
Properties=species:S:1:pos:R:3 method="wB97M-V/def2-TZVPD" total_charge=-1 e_lumo_ev=3.70 homo_energy_ev=-3.8 homo_lumo_gap_ev=7.5
N -0.53953 -2.00172 -1.16498
O 0.31491 0.60793 -0.39139
O 0.03817 -0.22666 -2.83059
Si 0.42711 0.84746 1.21931
S -0.65955 -0.45482 -1.56068
H -1.17924 -2.18734 -0.41148
H 1.90684 0.72231 1.68597
H 0.29112 2.37320 1.24896
H -0.59983 0.31964 2.20488



Here are the energies relative to the best structure, in hartree: a 0.0136; b 0.0974; c 0.0000.



## a
18
Properties=species:S:1:pos:R:3 method="wB97M-V/def2-TZVPD" total_charge=0 e_lumo_ev=0.87 homo_energy_ev=-9.5 smiles=CC(C)(NCl)c1ncon1 homo_lumo_gap_ev=10.3
C -0.73048 -0.30419 -2.91004
C -0.03947 -0.28071 -0.96075
C 1.44230 0.91550 0.66831
C -1.07479 0.66963 1.28285
C 0.12444 0.06014 0.65205
N -1.09837 0.07293 -1.67214
N 0.87177 -0.98305 -1.68721
N 0.53141 -1.20198 1.19522
O 0.41597 -0.85312 -2.95928
Cl -0.66336 -2.43303 1.38936
H -1.32329 -0.09836 -3.80497
H 1.99316 0.43809 -0.01809
H 1.10299 1.89663 0.50031
H 1.83326 0.73566 1.64860
H -1.33730 1.66840 0.95124
H -0.93377 0.76479 2.31549
H -1.93274 -0.01142 1.25313
H 0.81827 -1.05591 2.15591



## b
18
Properties=species:S:1:pos:R:3 method="wB97M-V/def2-TZVPD" total_charge=0 e_lumo_ev="-0.29 / -0.27" homo_energy_ev="-8.5 / -7.4" homo_lumo_gap_ev="8.2 / 7.1"
C 3.15104 0.08483 -0.53553
C 2.88166 -1.28693 -0.52084
C 2.26602 0.96072 0.00559
C -0.08315 0.83538 0.70985
C -1.21275 -0.06295 1.03479
N 1.06026 0.53062 0.43827
N 1.84157 -1.71306 0.14451
N -4.14687 0.83512 -0.64820
O 1.27769 -2.76212 0.49659
Cl 2.57331 2.67094 0.09123
H 4.15270 0.42965 -1.06344
H 3.65822 -1.96495 -0.72804
H -0.79690 -0.91228 1.52805
H -1.83162 -0.22756 0.05481
H -1.81545 0.40543 1.72963
H -3.59865 0.28628 -1.20734
H -4.46337 1.55136 -1.22628
H -4.91371 0.33952 -0.30365



## c
18
Properties=species:S:1:pos:R:3 method="wB97M-V/def2-TZVPD" total_charge=0 e_lumo_ev="-0.71 / -0.71" homo_energy_ev="-7.5 / -7.5" homo_lumo_gap_ev="6.8 / 6.8"
C 3.49226 -0.39718 0.57747
C 3.74881 0.96221 0.63842
C 2.38422 -1.04936 0.05428
C 0.46930 -0.30385 -1.28576
C -0.80984 0.21628 -1.65525
N 1.34588 -0.50674 -0.51910
N 2.84292 1.86574 0.25888
N -5.89221 -0.51579 0.98593
O 3.11175 3.08467 0.33751
Cl 2.26258 -2.79817 0.22519
H 4.24803 -1.05350 0.98587
H 4.70472 1.28485 1.05358
H -1.58316 -0.07136 -0.93903
H -1.09435 -0.11340 -2.65474
H -0.72087 1.30523 -1.66192
H -6.11601 -1.48339 0.78780
H -6.73640 0.02532 0.84142
H -5.65763 -0.45156 1.96945



Here are the energies relative to the best structure, in hartree: a 0.0000; b 0.1147; c 0.0707.



## a
10
Properties=species:S:1:pos:R:3 method="wB97M-V/def2-TZVPD" total_charge=0 e_lumo_ev=0.69 homo_energy_ev=-10.3 smiles="O=C1[C@]23C[C@]12C3" homo_lumo_gap_ev=11.0
C 1.12705 0.80127 0.16566
C -0.97827 0.60264 -0.42942
C 0.18081 -1.16850 0.25332
C 0.31826 -0.01483 -0.78771
C -0.05388 0.31397 0.82872
O 2.17700 1.52564 0.25995
H -1.19510 1.53528 -0.78238
H -1.86778 -0.12199 -0.51660
H -0.81799 -1.75135 0.37390
H 1.10990 -1.72212 0.63455



## b
10
Properties=species:S:1:pos:R:3 method="wB97M-V/def2-TZVPD" total_charge=0 e_lumo_ev="-0.05 / -0.05" homo_energy_ev="-8.5 / -8.5" smiles="C=C=C=C=CO" homo_lumo_gap_ev="8.5 / 8.5"
O -2.39477 -0.17714 0.11478
C -1.28267 -0.68061 -0.44011
C -0.45737 -0.04117 -1.27709
C 0.75071 0.34771 -1.18964
C 1.76201 0.63957 -0.44130
C 1.78388 0.40070 0.85917
H -2.38338 0.79001 0.02039
H -1.19410 -1.76258 -0.38541
H 0.82247 -0.07070 1.17678
H 2.59322 0.55421 1.56243



## c
10
Properties=species:S:1:pos:R:3 method="wB97M-V/def2-TZVPD" total_charge=0 e_lumo_ev=0.01 homo_energy_ev=-10.1 homo_lumo_gap_ev=10.1
C 2.22200 -0.37534 0.30452
C 0.99979 -0.81007 -0.18120
C -0.01732 0.30257 -0.06503
C -1.47678 -0.06578 0.07479
C -2.62344 -0.38984 0.18096
H 2.90929 -1.26646 -0.19229
H 2.57849 0.74250 0.88875
H 0.73677 -1.98174 -0.90087
H -3.73001 -0.63879 -0.01657
O 0.35999 1.39691 -0.20790



Here are the energies relative to the best structure, in hartree: a 0.0000; b 0.0334; c 0.0369.



## a
10
Properties=species:S:1:pos:R:3 method="wB97M-V/def2-TZVPD" total_charge=0 e_lumo_ev=-1.26 homo_energy_ev=-8.8 smiles="O=C1C=CC=C1" homo_lumo_gap_ev=7.5
C -0.08900 0.93529 -0.94032
C 0.16126 -0.49193 -1.07521
C -0.14061 -1.18028 0.16182
C -0.04689 -0.21496 1.23916
C -0.13324 1.02761 0.65665
H 0.38466 -0.83277 -2.15801
H 0.25879 -2.11491 0.38457
H 0.11194 -0.63137 2.19502
H -0.28579 1.79509 1.33462
O -0.22111 1.70824 -1.79831



## b
10
Properties=species:S:1:pos:R:3 method="wB97M-V/def2-TZVPD" total_charge=0 e_lumo_ev=-1.00 homo_energy_ev=-9.3 smiles="O=C1C=CC=C1" homo_lumo_gap_ev=8.3
C 1.24462 -0.08893 0.06157
C 0.27288 -1.21659 -0.02434
C -0.99121 -0.71992 0.01020
C -0.89618 0.75279 -0.06142
C 0.36975 1.15603 0.01298
H 0.51233 -2.21766 -0.01662
H -1.93201 -1.26784 0.07752
H -1.76803 1.45891 -0.18834
H 0.70710 2.18218 0.18913
O 2.48076 -0.03896 -0.06069



Here are the energies relative to the best structure, in hartree: a 0.0549; b 0.0000.



## a
10
Properties=species:S:1:pos:R:3 method="wB97M-V/def2-TZVPD" total_charge=0 e_lumo_ev=-0.46 homo_energy_ev=-10.5 smiles="[H]/N=C/S(N)(=O)=O" homo_lumo_gap_ev=10.0
C -0.59824 -1.07654 0.05230
N -1.18983 -1.23327 -1.01514
N 0.42508 1.97774 0.03679
O 1.80558 -0.26438 -1.14697
O 1.57424 -0.23813 1.39880
S 0.99022 -0.00429 0.06382
H -0.71186 -1.36743 1.10639
H -1.96222 -1.80087 -0.77710
H -0.32725 1.98534 -0.69529
H -0.00572 2.02184 0.97640



## b
10
Properties=species:S:1:pos:R:3 method="wB97M-V/def2-TZVPD" total_charge=0 e_lumo_ev=-0.09 homo_energy_ev=-9.6 homo_lumo_gap_ev=9.6
C 0.07830 -0.14116 0.35076
N 1.40037 1.02941 -1.26485
N -1.08880 0.04746 1.10110
O 1.23955 1.74798 -2.25841
O 0.17179 0.69076 -0.81885
S 0.45066 -1.90899 -0.04196
H 1.22160 0.42638 1.06297
H -1.45065 0.85710 1.52956
H -1.47158 -0.79769 1.40096
H -0.55125 -1.95126 -1.06128



## c
10
Properties=species:S:1:pos:R:3 method="wB97M-V/def2-TZVPD" total_charge=0 e_lumo_ev=0.25 homo_energy_ev=-9.5 homo_lumo_gap_ev=9.8
C -0.66636 1.56795 0.15329
N 0.39653 0.00417 -1.53948
N -0.68082 0.51686 0.95457
O -1.13751 -0.65747 0.80446
O 1.28967 -2.23813 -0.20632
S 0.03579 -1.34163 -1.12140
H -0.14868 2.41865 0.74968
H -0.98116 1.57025 -0.84798
H -0.18858 0.54346 1.77198
H 2.08112 -2.38410 -0.71880



## d
10
Properties=species:S:1:pos:R:3 method="wB97M-V/def2-TZVPD" total_charge=0 e_lumo_ev=0.83 homo_energy_ev=-9.7 homo_lumo_gap_ev=10.6
C 1.01151 -0.17906 0.44854
N 4.20552 -1.16883 1.30768
N 4.51005 -0.23656 0.81434
O -0.17990 0.95132 -1.76382
O -0.15579 2.22928 0.41897
S 0.78891 1.49838 -0.39545
H 0.16679 -0.53255 0.93519
H 1.22465 -0.93699 -0.37748
H 1.93485 -0.16991 0.97348
H -1.05299 1.43914 -1.71370



Here are the energies relative to the best structure, in hartree: a 0.0889; b 0.1548; c 0.1636; d 0.0000.